No. 1
{"formula": "C3H10NO4P", "method": "ωB97M-V/def2-TZVPD", "elements": ["C", "O", "C", "C", "N", "P", "O", "O", "O", "H", "H", "H", "H", "H", "H", "H", "H", "H", "H"], "coordinates": [[0.34191, -2.22781, 0.62581], [0.57973, -1.17085, -0.28710], [-0.08733, 0.04432, 0.06562], [-1.43352, 0.20727, -0.65731], [-2.34514, 1.15402, -0.04258], [1.06174, 1.40538, -0.31172], [0.42230, 2.70342, -0.50125], [1.85838, 0.88442, -1.58758], [2.10340, 1.41569, 0.90681], [0.77098, -2.01080, 1.60992], [0.81373, -3.11876, 0.21637], [-0.72985, -2.41502, 0.74439], [-0.26076, 0.07209, 1.14896], [-1.26502, 0.50746, -1.69422], [-1.89260, -0.78414, -0.68226], [-1.87145, 2.00056, 0.25054], [-2.81511, 0.75027, 0.75684], [2.08986, -0.05150, -1.54441], [2.65874, 0.63397, 0.98318]], "forces_ev_per_angstrom": [[-0.10, -0.07, -0.03], [0.21, 0.14, 0.06], [-0.09, -0.02, 0.11], [0.07, -0.04, -0.03], [-0.08, -0.10, 0.13], [-0.08, -0.04, 0.05], [0.01, -0.03, 0.09], [0.15, 0.17, -0.05], [-0.03, 0.08, -0.04], [0.00, 0.03, -0.03], [-0.01, 0.01, 0.01], [0.02, -0.01, -0.02], [-0.04, -0.01, -0.02], [0.08, -0.07, 0.01], [-0.10, 0.07, -0.04], [0.02, 0.05, -0.18], [0.07, 0.04, 0.04], [-0.15, -0.14, 0.00], [0.06, -0.06, -0.04]], "lumo_energy_ev": 0.277, "smiles": "CO[C@H](CN)P(=O)(O)O", "charge": 0, "orbital_gap_ev": 9.59, "energy_ev": -22244.124, "de_lowest_ev": 0.567}

---

No. 2
{"formula": "C41H38BCsF4N6O3P2", "method": "ωB97M-V/def2-TZVPD", "elements": ["Cs", "N", "C", "N", "C", "N", "N", "C", "C", "C", "C", "C", "C", "N", "C", "C", "C", "C", "C", "C", "H", "H", "H", "H", "H", "H", "H", "H", "H", "H", "H", "O", "P", "C", "P", "O", "C", "C", "C", "C", "C", "C", "C", "C", "C", "C", "C", "C", "C", "C", "C", "C", "C", "C", "C", "C", "C", "C", "C", "C", "H", "H", "H", "H", "H", "H", "H", "H", "H", "H", "H", "H", "H", "H", "H", "H", "H", "H", "H", "H", "H", "H", "F", "B", "F", "F", "F", "C", "C", "N", "O", "H", "H", "H", "H", "H"], "coordinates": [[0.19110, -0.73733, 0.01682], [-3.29558, 2.36798, 2.30256], [-2.23211, 1.68947, 1.82475], [-1.29113, 2.16908, 1.08483], [-1.39161, 3.50602, 0.68302], [-0.61089, 4.04042, -0.17283], [0.43407, 3.23310, -0.60891], [0.33430, 2.88113, -1.81982], [1.45125, 2.14542, -2.48705], [1.57698, 2.21584, -3.87007], [2.65108, 1.58242, -4.47511], [3.55885, 0.90079, -3.68161], [3.34025, 0.87604, -2.31031], [2.31025, 1.47624, -1.72019], [-2.47747, 4.34116, 1.25538], [-2.57876, 5.70978, 1.01137], [-3.63277, 6.43962, 1.52188], [-4.61087, 5.79902, 2.28743], [-4.52098, 4.44859, 2.54901], [-3.44586, 3.72497, 2.03481], [-4.05981, 1.83721, 2.68565], [-2.20489, 0.64102, 2.11059], [-0.53646, 3.15234, -2.41833], [0.84962, 2.76898, -4.45313], [2.77820, 1.62765, -5.54996], [4.41236, 0.39081, -4.10920], [4.00955, 0.33014, -1.65381], [-1.81494, 6.17647, 0.40280], [-3.70492, 7.50099, 1.32423], [-5.44583, 6.36266, 2.68378], [-5.27329, 3.94598, 3.14584], [-0.26406, -1.80806, 2.21151], [0.31493, -2.92989, 3.02300], [2.10765, -3.03068, 2.73783], [2.87187, -1.40107, 2.41201], [2.46966, -0.85847, 1.07605], [2.38333, -0.33642, 3.76431], [1.62888, 0.78541, 3.42894], [1.16764, 1.63316, 4.42919], [1.46806, 1.36336, 5.75637], [2.22748, 0.24594, 6.09652], [2.68365, -0.60470, 5.10227], [4.64410, -1.70828, 2.55278], [5.19774, -2.69292, 1.72672], [6.56185, -2.93417, 1.73603], [7.39169, -2.18935, 2.56657], [6.85541, -1.20235, 3.37920], [5.48622, -0.96034, 3.37313], [-0.34218, -4.53282, 2.56238], [-0.92039, -5.42067, 3.46427], [-1.44390, -6.62806, 3.01459], [-1.39718, -6.94735, 1.66688], [-0.83345, -6.05890, 0.75713], [-0.30875, -4.85825, 1.20125], [0.08495, -2.72639, 4.78516], [0.74102, -3.51114, 5.73502], [0.52584, -3.28966, 7.08619], [-0.34926, -2.28476, 7.49021], [-1.00488, -1.50626, 6.54849], [-0.78991, -1.72393, 5.19236], [2.25621, -3.61463, 1.82493], [2.60934, -3.54637, 3.55927], [1.39303, 0.98913, 2.39050], [0.57663, 2.50071, 4.16402], [1.10952, 2.02708, 6.53419], [2.45384, 0.03769, 7.13484], [3.26893, -1.47761, 5.37265], [4.56481, -3.26331, 1.05592], [6.98063, -3.69667, 1.09161], [8.45833, -2.37663, 2.57392], [7.50283, -0.61413, 4.01717], [5.08136, -0.18001, 4.00529], [-0.98720, -5.16830, 4.51429], [-1.90024, -7.31157, 3.71907], [-1.81267, -7.88477, 1.31885], [-0.81808, -6.29635, -0.29849], [0.10049, -4.15956, 0.47767], [1.42210, -4.29751, 5.42543], [1.03383, -3.89744, 7.82429], [-0.51917, -2.11170, 8.54585], [-1.68177, -0.72341, 6.86693], [-1.28715, -1.11771, 4.44406], [-2.34766, -0.57335, -0.66025], [-3.63801, -0.59102, -0.04339], [-4.48011, -1.43483, -0.76559], [-4.14122, 0.72472, -0.00717], [-3.46405, -1.05630, 1.28903], [-0.58417, -1.31055, -3.84612], [0.42016, -2.32283, -3.36621], [0.67610, -3.38106, -4.17620], [0.97501, -2.19622, -2.28399], [-0.86487, -1.44016, -4.89026], [-0.15696, -0.31864, -3.70391], [-1.47649, -1.37528, -3.21839], [0.20894, -3.50017, -5.05516], [1.32558, -4.07924, -3.85847]], "forces_ev_per_angstrom": [[-0.83, 1.64, -2.31], [0.01, 0.17, 0.03], [0.17, -0.14, -0.14], [0.05, 0.18, 0.16], [-0.47, -0.07, 0.40], [0.44, -0.31, -0.05], [-0.35, 0.28, 0.01], [0.49, -0.25, -0.24], [-0.36, 0.26, 0.25], [-0.01, -0.06, -0.12], [-0.03, 0.03, -0.05], [-0.01, -0.01, 0.00], [-0.21, -0.01, 0.04], [0.19, -0.14, 0.03], [0.26, -0.06, -0.19], [0.02, 0.08, -0.04], [-0.05, -0.08, 0.05], [0.02, 0.07, -0.03], [0.00, 0.00, 0.00], [-0.13, -0.25, 0.11], [-0.03, 0.00, -0.04], [0.02, 0.03, -0.10], [0.04, 0.03, -0.08], [0.03, -0.03, 0.03], [0.01, -0.01, 0.02], [-0.02, 0.02, 0.01], [-0.01, 0.01, 0.02], [-0.02, -0.02, 0.02], [-0.01, -0.01, 0.01], [0.01, 0.01, -0.01], [0.02, 0.01, -0.02], [-0.08, -1.39, 2.15], [-0.23, 0.70, -0.43], [0.10, -0.09, -0.02], [-0.05, 0.25, -0.46], [1.87, -0.51, 1.38], [-0.04, 0.19, 0.13], [-0.08, 0.01, 0.06], [0.04, -0.07, 0.01], [0.02, -0.03, 0.00], [-0.05, 0.02, -0.08], [-0.07, 0.02, 0.00], [0.21, -0.15, -0.02], [0.01, 0.05, 0.05], [-0.02, 0.05, 0.03], [-0.02, -0.01, 0.00], [-0.05, -0.02, -0.03], [0.00, -0.01, -0.03], [-0.04, -0.25, -0.18], [-0.03, -0.03, -0.06], [0.02, 0.06, 0.00], [0.02, 0.01, -0.01], [-0.01, 0.00, 0.07], [-0.02, 0.02, 0.04], [-0.04, 0.04, 0.23], [0.00, 0.05, 0.04], [-0.06, 0.06, -0.04], [0.03, -0.03, -0.02], [0.02, 0.00, -0.06], [0.02, 0.01, 0.10], [0.05, -0.05, 0.03], [0.02, 0.00, -0.02], [0.03, 0.02, 0.04], [0.01, -0.01, 0.00], [0.01, -0.03, -0.01], [0.00, 0.00, -0.03], [-0.01, 0.01, -0.02], [-0.02, 0.02, 0.02], [-0.01, 0.01, 0.01], [-0.02, 0.01, 0.00], [-0.02, -0.01, -0.01], [-0.02, -0.01, -0.03], [0.02, 0.01, 0.00], [0.01, 0.01, -0.01], [0.00, 0.02, 0.01], [0.00, 0.00, 0.01], [0.01, 0.00, 0.05], [-0.03, 0.01, 0.00], [0.00, 0.01, -0.02], [0.01, -0.01, -0.02], [0.01, -0.02, -0.01], [0.02, -0.03, -0.01], [-0.89, 0.05, -0.26], [-0.09, -0.06, 0.01], [0.11, 0.11, 0.16], [0.05, -0.19, 0.00], [-0.09, 0.08, -0.18], [-0.05, 0.00, -0.04], [0.04, 0.08, 0.16], [-0.05, 0.10, 0.02], [0.16, -0.44, -0.45], [-0.02, -0.01, 0.00], [0.00, 0.01, -0.02], [0.03, 0.00, 0.00], [0.00, -0.01, 0.00], [0.00, -0.01, -0.01]], "lumo_energy_ev": -0.007, "charge": 0, "orbital_gap_ev": 7.40, "energy_ev": -88899.299, "de_lowest_ev": 1.029}

---

No. 3
{"formula": "C33H18IN8Sn", "method": "ωB97M-V/def2-TZVPD", "elements": ["Sn", "C", "C", "C", "C", "C", "N", "C", "C", "C", "C", "C", "C", "C", "C", "N", "C", "N", "C", "N", "C", "N", "C", "N", "C", "N", "C", "C", "C", "C", "C", "C", "C", "C", "C", "C", "C", "C", "C", "C", "N", "H", "H", "H", "H", "H", "H", "H", "H", "H", "H", "H", "H", "H", "H", "H", "H", "I", "C", "H", "H"], "coordinates": [[-0.38094, -0.13981, -0.47003], [-3.19997, -3.85731, 4.22953], [-2.22976, -4.79756, 3.85920], [-1.24339, -4.48903, 2.93777], [-1.25875, -3.21340, 2.39455], [-0.39059, -2.57219, 1.41798], [0.64593, -3.14862, 0.86513], [1.47424, -2.55719, 0.01198], [2.67088, -3.16644, -0.52474], [3.22866, -4.42711, -0.33898], [4.40662, -4.70301, -1.00588], [5.01962, -3.74805, -1.83309], [4.47018, -2.49332, -2.01413], [3.28088, -2.21587, -1.34834], [2.45347, -1.03001, -1.31110], [2.73205, 0.10231, -1.94359], [2.03566, 1.20859, -1.84144], [0.86857, 1.40373, -1.12756], [0.48075, 2.72525, -1.23998], [-0.54830, 3.30416, -0.67006], [-1.38009, 2.71041, 0.17504], [-1.37571, 1.38605, 0.55725], [-2.36145, 1.17792, 1.49269], [-2.63980, 0.04509, 2.12680], [-1.94893, -1.06090, 2.01340], [-0.84643, -1.28399, 1.21320], [-2.22372, -2.27845, 2.76271], [-3.21025, -2.58278, 3.68809], [-3.05177, 2.42929, 1.70994], [-4.11499, 2.76429, 2.54148], [-4.54674, 4.07650, 2.52076], [-3.93319, 5.03498, 1.69733], [-2.87311, 4.70469, 0.87495], [-2.44132, 3.38287, 0.89052], [1.44194, 3.40972, -2.09108], [1.51605, 4.72844, -2.51664], [2.58066, 5.07370, -3.33064], [3.54739, 4.13025, -3.70491], [3.47509, 2.81701, -3.27513], [2.40385, 2.47087, -2.46363], [1.37554, -1.28225, -0.49186], [-3.95444, -4.13509, 4.95375], [-2.25330, -5.78344, 4.30529], [-0.48726, -5.20740, 2.64950], [2.75250, -5.15431, 0.30576], [4.87010, -5.67417, -0.88997], [5.94257, -4.00347, -2.33744], [4.93933, -1.74934, -2.64463], [-3.95280, -1.84819, 3.97121], [-4.57808, 2.02184, 3.17831], [-5.37362, 4.37574, 3.15174], [-4.30016, 6.05312, 1.71062], [-2.39158, 5.43972, 0.24326], [0.76854, 5.45153, -2.21754], [2.67205, 6.09172, -3.68583], [4.36677, 4.43877, -4.34126], [4.22068, 2.08416, -3.55414], [-2.80591, -2.42436, -1.50664], [-1.55557, -0.81407, -2.10967], [-2.18540, -0.01340, -2.48534], [-0.89393, -1.17148, -2.89368]], "forces_ev_per_angstrom": [[-0.07, -0.10, -0.16], [0.01, -0.01, -0.01], [-0.02, 0.00, 0.02], [0.07, -0.05, 0.01], [0.01, 0.02, -0.04], [0.10, 0.01, -0.09], [-0.04, -0.04, 0.02], [0.02, 0.04, -0.02], [-0.11, 0.02, 0.07], [0.01, -0.04, 0.05], [-0.02, -0.02, 0.02], [0.01, 0.03, -0.02], [0.05, 0.03, -0.01], [-0.06, 0.12, -0.02], [0.02, -0.02, 0.02], [-0.01, 0.05, -0.03], [0.00, -0.12, 0.03], [0.06, 0.08, -0.02], [-0.08, -0.02, 0.07], [0.04, 0.01, -0.05], [-0.01, 0.00, 0.02], [-0.04, 0.07, 0.04], [0.02, 0.03, -0.02], [-0.03, -0.05, 0.03], [-0.02, 0.12, -0.04], [0.03, -0.04, 0.12], [0.00, 0.04, -0.04], [-0.04, 0.06, 0.05], [0.03, -0.14, 0.00], [-0.04, 0.01, 0.08], [0.00, -0.02, 0.00], [0.02, 0.00, -0.02], [0.01, 0.09, 0.01], [0.10, -0.04, -0.10], [-0.04, -0.04, 0.03], [-0.03, 0.06, 0.04], [0.01, -0.01, -0.01], [0.00, 0.02, -0.01], [0.06, -0.04, 0.00], [-0.02, -0.03, 0.02], [0.07, -0.04, 0.01], [0.01, 0.00, -0.01], [-0.01, 0.02, -0.01], [-0.03, 0.02, 0.00], [0.02, 0.01, -0.03], [0.00, 0.02, -0.01], [-0.02, 0.00, 0.02], [-0.01, -0.04, 0.01], [0.02, -0.03, -0.01], [0.01, 0.02, -0.03], [0.02, 0.00, -0.02], [0.00, -0.03, 0.01], [-0.02, -0.03, 0.02], [0.02, -0.02, -0.02], [0.01, -0.02, 0.00], [-0.02, 0.00, 0.01], [-0.02, 0.02, 0.00], [-0.05, -0.04, -0.04], [0.11, 0.09, 0.17], [-0.02, -0.02, -0.04], [-0.05, -0.01, -0.05]], "lumo_energy_ev": [-4.679, -4.680], "charge": 1, "orbital_gap_ev": [4.98, 4.98], "energy_ev": -60363.318, "de_lowest_ev": 0.000}

---

No. 4
{"formula": "C16H17ClN2O4", "method": "ωB97M-V/def2-TZVPD", "elements": ["O", "C", "C", "O", "C", "C", "C", "C", "C", "C", "Cl", "N", "C", "C", "C", "N", "C", "O", "C", "C", "C", "C", "O", "H", "H", "H", "H", "H", "H", "H", "H", "H", "H", "H", "H", "H", "H", "H", "H", "H"], "coordinates": [[0.30704, -2.30584, -0.47992], [1.29248, -1.96724, 0.18654], [2.62457, -2.56009, 0.14449], [3.56629, -1.86853, 0.53893], [3.83106, -0.43708, -0.28124], [3.05227, -0.34397, -1.32458], [3.49091, 0.79165, -2.08444], [4.44912, 1.80482, -1.75672], [5.07228, 1.39568, -0.64889], [4.81260, 0.32756, 0.21818], [5.57080, -0.18774, 1.66124], [1.16258, -0.93109, 1.11804], [-0.15659, -0.38465, 1.11501], [-0.13252, 0.97504, 0.65211], [-1.25107, 1.92951, 0.62973], [-2.53735, 1.51683, 0.17800], [-3.51367, 0.90536, 0.90231], [-3.34901, 0.77284, 2.09916], [-4.47297, 0.16790, 0.36648], [-5.61025, -0.54684, 0.73348], [-6.37527, -1.11952, -0.10158], [-5.54439, -0.94031, -1.28641], [-4.52384, -0.12802, -0.93686], [2.70527, -2.95829, -0.82498], [2.46690, -3.26665, 0.98139], [2.35674, -0.94197, -1.53819], [2.95883, 1.04440, -3.24750], [4.72968, 2.78143, -2.23269], [5.83766, 2.01616, -0.14865], [1.87180, -0.79565, 1.65790], [-1.06697, -0.88067, 0.91792], [-0.37470, 0.16899, 2.08077], [0.80452, 1.67824, 0.72276], [0.06620, 0.89336, -0.66440], [-1.47329, 2.30883, 1.75099], [-1.21513, 2.96565, 0.26914], [-2.64809, 1.17291, -0.66272], [-5.90473, -0.57028, 1.80843], [-7.24985, -1.59338, -0.07191], [-5.62995, -0.88935, -2.44130]], "forces_ev_per_angstrom": [[1.62, -0.10, 0.37], [-3.52, 2.08, 0.44], [-5.65, -4.50, -0.80], [8.00, 8.86, 1.68], [-0.73, -6.64, 4.86], [5.88, 7.99, -2.09], [-3.03, 2.11, -5.54], [-1.80, -2.16, -0.79], [3.82, 1.72, 5.27], [-0.30, 0.01, -1.54], [0.51, 0.71, -0.02], [-5.81, -4.06, -6.23], [0.37, 3.63, 5.32], [3.35, 4.26, -9.95], [-2.84, 2.55, 4.86], [-1.45, 0.70, 2.72], [5.97, 1.65, 4.16], [-0.51, 0.61, 2.31], [-7.34, -5.13, -4.33], [2.47, 3.87, 11.47], [2.73, -0.78, -8.65], [-0.97, 1.79, -0.97], [1.25, 0.07, -3.43], [0.28, -1.48, -1.44], [0.16, -1.13, -0.77], [-5.33, -4.42, -2.23], [1.18, -1.12, 3.72], [-0.67, -1.53, 0.06], [-0.07, 0.15, -0.76], [4.79, 1.66, 4.54], [-0.14, -1.34, -0.67], [0.13, -2.52, 1.29], [-1.31, -1.93, 1.04], [-0.40, 0.05, 2.66], [0.33, -1.30, -1.77], [1.63, -0.59, -0.82], [0.28, -1.31, -6.07], [0.40, 0.25, -0.68], [-3.11, -1.83, 0.48], [-0.15, -0.85, 2.30]], "lumo_energy_ev": 0.413, "smiles": "O=C(COc1ccccc1Cl)NCCCNC(=O)c1ccco1", "charge": 0, "orbital_gap_ev": 9.04, "energy_ev": -40549.584, "de_lowest_ev": 11.951}